# 1
73
Properties=species:S:1:pos:R:3:forces:R:3 method="wB97M-V/def2-TZVPD" total_charge=+3 orbital_gap_ha="0.23849 / 0.11528" homo_ha="-0.5879 / -0.5878" relative_energy_ev=0.539 multiplicity=5 s2=6.045
Co 0.028 0.690 -0.408 -0.3 -1.5 1.8
P 0.245 2.104 1.164 0.4 2.9 2.7
P -2.164 0.504 -0.451 -3.0 -0.4 -0.1
P 2.069 -0.104 -0.417 2.9 -1.5 0.1
H -1.458 -3.215 -8.658 0.3 -0.3 0.0
C -0.598 -3.871 -8.472 -0.1 -0.7 0.2
C -0.760 -5.128 -8.026 0.1 0.7 -0.2
H -1.757 -5.539 -7.835 0.4 0.2 -0.1
C 0.385 3.790 0.455 0.0 -0.3 -0.1
C -1.081 2.296 2.409 -0.3 -0.3 -0.2
C 1.678 2.027 2.300 0.2 -0.4 -0.2
C -2.783 -0.696 -1.681 0.2 -0.2 0.0
C -3.248 0.114 0.967 0.0 0.0 0.4
C -2.835 2.094 -1.113 0.3 0.0 0.1
C 2.330 -1.439 -1.635 -0.2 -0.1 -0.1
C 2.895 -0.854 1.034 -0.1 0.0 0.3
C 3.228 1.194 -1.036 -0.3 0.1 0.1
H 0.396 -3.474 -8.712 -0.3 -0.3 0.0
H 0.097 -5.793 -7.875 -0.4 0.3 -0.1
H 0.421 4.523 1.271 0.0 -0.1 -0.2
H -0.473 4.001 -0.193 0.1 0.1 0.1
H 1.298 3.863 -0.146 -0.1 0.1 0.1
H -0.790 3.071 3.128 0.1 -0.1 -0.3
H -1.211 1.350 2.948 0.1 0.2 -0.1
H -2.030 2.583 1.943 0.2 0.0 0.1
H 1.640 2.882 2.988 -0.1 -0.1 -0.3
H 2.629 2.047 1.758 -0.2 0.1 0.2
H 1.623 1.106 2.892 -0.1 0.2 -0.1
H -3.880 -0.733 -1.637 0.3 0.0 -0.1
H -2.383 -1.688 -1.433 -0.2 0.2 -0.1
H -2.463 -0.424 -2.694 -0.2 0.0 0.2
H -4.260 0.517 0.790 0.4 -0.2 -0.1
H -2.871 0.547 1.897 -0.1 -0.2 -0.2
H -3.323 -0.976 1.093 0.1 0.4 -0.1
H -3.929 2.025 -1.155 0.3 0.0 0.0
H -2.437 2.264 -2.124 -0.3 0.0 0.3
H -2.548 2.942 -0.478 -0.2 -0.2 -0.1
H 3.391 -1.718 -1.660 -0.3 0.1 0.0
H 2.004 -1.133 -2.636 0.2 -0.1 0.2
H 1.737 -2.307 -1.321 0.2 0.1 -0.1
H 3.950 -1.078 0.811 -0.4 0.1 -0.2
H 2.369 -1.784 1.289 0.1 0.3 -0.1
H 2.857 -0.202 1.909 0.0 -0.2 -0.2
H 4.258 0.811 -1.007 -0.3 0.1 0.0
H 3.166 2.109 -0.431 0.1 -0.2 -0.2
H 2.957 1.443 -2.071 0.2 -0.1 0.3
C 0.120 0.063 -4.038 0.2 1.4 1.1
C -0.219 -1.303 -3.988 -0.3 -1.2 -0.5
C -0.285 -2.028 -5.197 -0.2 0.0 1.8
C 0.023 -1.425 -6.422 0.1 0.8 -0.4
C 0.429 -0.084 -6.437 0.3 0.8 0.5
C 0.490 0.649 -5.258 0.1 0.2 -1.5
Se 0.133 1.468 -2.592 0.1 -1.5 -3.9
H -0.110 -0.020 -1.794 -0.1 0.2 -0.4
H -0.419 -1.829 -3.044 0.0 0.4 -0.5
H -0.583 -3.081 -5.201 0.1 0.4 0.1
H -0.062 -1.978 -7.356 0.0 0.0 0.3
H 0.696 0.423 -7.359 0.0 -0.2 0.0
H 0.812 1.689 -5.281 -0.1 -0.2 -0.1
C 0.352 -3.612 3.027 -0.1 0.0 0.2
P -0.311 -1.938 3.216 0.3 -0.2 -0.5
C -2.060 -2.099 3.562 0.0 0.1 0.0
C 0.418 -1.183 4.674 -0.2 -0.2 0.0
O -0.048 -1.130 1.961 -0.1 0.6 -0.4
H 0.193 -4.232 3.922 0.1 0.2 -0.3
H 1.428 -3.561 2.817 -0.2 0.0 0.1
H -0.148 -4.090 2.174 0.1 0.1 0.2
H -2.196 -2.793 4.397 -0.2 0.1 -0.1
H -2.458 -1.110 3.824 0.0 -0.3 0.0
H -2.574 -2.466 2.666 0.1 -0.1 0.3
H 1.507 -1.129 4.562 -0.2 0.0 0.1
H -0.005 -0.175 4.790 0.2 -0.3 0.1
H 0.147 -1.798 5.542 0.2 0.3 -0.1

# 2
73
Properties=species:S:1:pos:R:3:forces:R:3 method="wB97M-V/def2-TZVPD" total_charge=+3 orbital_gap_ha="0.34585 / 0.21781" homo_ha="-0.6225 / -0.6466" relative_energy_ev=0.988 multiplicity=6 s2=8.791
Fe 1.289 -1.171 -1.801 1.1 1.7 1.6
P -1.049 3.253 1.590 -0.2 -0.5 0.5
P 0.250 0.141 -3.062 -3.2 3.6 -3.8
P 2.639 0.049 -0.650 2.2 1.0 2.3
H 0.916 0.522 3.301 0.0 0.2 -0.2
C 0.729 1.273 2.526 0.7 -1.6 -2.7
C -0.693 1.806 2.620 -0.3 -0.1 0.1
H -1.412 1.030 2.309 0.2 0.3 0.1
C -2.816 3.332 1.340 -0.2 0.1 -0.1
C -0.240 3.062 0.002 0.2 0.0 -0.5
C -0.446 4.722 2.421 0.1 0.3 -0.1
C -0.059 -0.710 -4.662 0.3 -0.5 0.0
C -1.454 0.606 -2.571 -0.2 -0.3 0.7
C 0.901 1.755 -3.645 0.7 0.2 0.3
C 3.539 -0.520 0.837 -0.1 -0.1 0.0
C 3.277 1.748 -0.886 -0.4 0.2 -0.2
C 3.493 -0.909 -1.994 0.9 0.2 0.0
H 1.503 2.047 2.599 -0.2 -0.2 0.0
H -0.931 2.106 3.655 0.1 -0.1 -0.3
H -3.311 3.634 2.272 0.1 -0.1 -0.2
H -3.182 2.346 1.024 0.2 0.2 0.0
H -3.030 4.074 0.561 0.0 -0.1 0.2
H -0.326 2.026 -0.356 -0.2 0.2 0.2
H 0.823 3.328 0.072 -0.3 0.0 0.1
H -0.720 3.729 -0.728 0.2 -0.1 0.2
H -0.624 4.640 3.502 0.0 0.0 -0.3
H -0.978 5.600 2.033 0.2 -0.1 0.1
H 0.629 4.845 2.239 -0.3 0.0 0.1
H 0.360 -0.102 -5.473 -0.1 -0.3 0.1
H -1.139 -0.833 -4.799 0.3 0.0 -0.1
H 0.418 -1.698 -4.654 -0.2 0.2 -0.3
H -2.154 0.045 -3.200 0.1 0.2 0.2
H -1.602 1.682 -2.724 0.0 -0.3 0.0
H -1.659 0.359 -1.518 -0.1 0.1 -0.2
H 0.751 1.824 -4.729 0.0 0.1 0.3
H 1.974 1.839 -3.433 -0.2 0.1 -0.2
H 0.372 2.575 -3.144 0.2 -0.2 -0.1
H 4.574 -0.745 0.546 -0.2 0.2 0.3
H 3.066 -1.429 1.233 0.2 0.3 -0.1
H 3.512 0.272 1.596 0.1 -0.3 -0.1
H 4.179 1.699 -1.511 -0.2 0.1 0.3
H 3.526 2.177 0.095 -0.1 -0.2 -0.3
H 2.523 2.377 -1.377 0.3 -0.1 0.1
H 4.238 -1.553 -1.506 -0.3 -0.1 -0.4
H 4.007 -0.182 -2.638 -0.3 -0.4 -0.1
H 2.830 -1.559 -2.625 1.2 -0.2 -0.5
C 1.383 -3.421 -0.193 0.2 -0.4 0.5
C 0.788 -3.067 1.043 0.1 0.2 -0.3
C 1.445 -3.383 2.232 -0.1 0.0 -0.1
C 2.668 -4.070 2.208 -0.1 0.1 -0.2
C 3.237 -4.452 0.985 -0.1 0.0 -0.1
C 2.588 -4.162 -0.210 -0.1 0.4 -0.1
Se 0.536 -3.051 -1.887 -1.8 -5.3 0.7
H 0.898 0.671 1.432 -0.5 1.7 2.9
H -0.165 -2.535 1.034 0.2 -0.1 0.2
H 0.998 -3.111 3.190 0.1 -0.1 -0.3
H 3.168 -4.320 3.146 -0.1 0.1 -0.3
H 4.185 -4.993 0.966 -0.3 0.1 0.0
H 2.994 -4.480 -1.170 0.0 0.0 0.3
C -5.136 -0.658 0.308 0.0 -0.1 0.1
P -3.436 -1.055 0.774 -0.4 0.2 0.2
C -3.468 -1.464 2.534 -0.1 -0.1 0.0
C -3.019 -2.585 -0.087 0.0 -0.2 -0.2
O -2.486 0.073 0.480 0.5 0.3 -0.1
H -5.116 0.077 -0.505 -0.1 -0.2 0.1
H -5.655 -0.234 1.177 0.0 0.0 -0.3
H -5.656 -1.565 -0.023 0.0 0.3 0.1
H -3.494 -2.554 2.656 -0.1 0.3 0.2
H -2.568 -1.059 3.012 -0.2 -0.1 0.0
H -4.361 -1.021 2.990 0.3 -0.2 0.1
H -3.758 -2.761 -0.878 0.3 -0.1 0.1
H -2.015 -2.517 -0.528 -0.3 0.0 0.1
H -3.050 -3.418 0.628 0.0 0.1 -0.4

# 3
74
Properties=species:S:1:pos:R:3:forces:R:3 method="wB97M-V/def2-TZVPD" total_charge=+3 orbital_gap_ha="0.34192 / 0.19509" homo_ha="-0.6601 / -0.6546" relative_energy_ev=0.000 multiplicity=5 s2=6.029
Os -0.002 0.016 -1.051 -2.1 0.0 1.2
P 0.198 -2.311 -1.192 0.5 -1.4 -0.8
P 0.199 2.355 -0.906 0.4 1.5 -0.5
N 1.936 0.064 -1.744 1.2 -0.1 1.8
C 1.838 -2.359 -2.029 0.1 -0.1 0.1
H 2.354 -3.303 -1.839 0.0 0.1 -0.1
H 1.659 -2.270 -3.107 0.0 -0.1 0.1
C 2.687 -1.175 -1.570 0.1 -0.2 -0.8
H 3.016 -1.303 -0.516 -0.2 0.4 -0.3
H 3.597 -1.074 -2.177 0.1 -0.2 0.2
C 2.687 1.273 -1.416 0.0 0.2 -0.8
H 3.596 1.248 -2.031 0.1 0.2 0.2
H 3.016 1.267 -0.355 -0.2 -0.3 -0.4
C 1.838 2.505 -1.724 0.1 0.1 0.0
H 1.658 2.552 -2.804 0.1 0.1 0.1
H 2.354 3.417 -1.417 0.0 0.0 -0.1
C 0.420 3.109 0.776 0.1 0.2 -0.1
C -0.710 2.826 1.748 -0.5 -1.3 0.3
H -0.426 3.114 2.768 -0.1 0.2 -0.3
H -0.924 1.720 1.802 -0.1 1.4 -0.1
H -1.665 3.275 1.475 0.2 0.3 0.1
C -1.007 3.225 -1.960 -0.2 0.4 -0.3
C -2.391 3.320 -1.303 -0.1 0.0 0.0
H -3.121 3.663 -2.048 0.2 -0.1 0.2
H -2.397 4.046 -0.482 0.0 -0.1 -0.2
H -2.737 2.354 -0.920 0.0 0.2 0.0
C -1.006 -3.042 -2.353 -0.2 -0.3 -0.3
C -2.391 -3.221 -1.714 -0.1 0.0 0.0
H -3.121 -3.467 -2.496 0.2 0.1 0.2
H -2.737 -2.310 -1.213 0.0 -0.2 -0.1
H -2.396 -4.043 -0.990 0.0 0.1 -0.2
C 0.419 -3.269 0.377 0.1 0.0 0.0
C -0.712 -3.080 1.383 -0.3 0.7 0.4
H -0.426 -3.521 2.348 -0.1 -0.1 -0.3
H -1.658 -3.518 1.052 0.2 -0.1 0.1
H -0.892 -1.997 1.579 -0.1 -1.1 -0.2
C -1.789 -0.036 -0.256 -5.2 -0.1 1.2
C -0.517 4.587 -2.472 -0.1 0.1 0.0
H -0.484 5.336 -1.675 0.0 -0.2 -0.2
H 0.471 4.528 -2.935 -0.1 0.1 0.0
H -1.216 4.951 -3.233 0.1 -0.1 0.1
C -0.516 -4.332 -3.031 -0.1 -0.1 0.0
H -1.216 -4.597 -3.832 0.1 0.1 0.1
H 0.471 -4.215 -3.484 -0.1 -0.1 0.0
H -0.484 -5.174 -2.334 0.0 0.2 -0.2
C 0.683 -4.760 0.126 0.0 -0.2 0.0
H 1.021 -5.223 1.062 -0.1 0.1 -0.2
H -0.229 -5.285 -0.180 0.2 0.2 0.1
H 1.461 -4.937 -0.623 -0.1 0.0 0.1
C 0.684 4.617 0.714 0.1 0.3 0.1
H -0.229 5.178 0.477 0.2 -0.2 0.0
H 1.022 4.960 1.701 -0.1 -0.1 -0.2
H 1.461 4.887 -0.006 -0.1 0.0 0.1
H 1.338 2.610 1.138 -0.2 0.1 -0.1
H 1.336 -2.819 0.796 -0.1 -0.1 -0.1
H -1.084 2.546 -2.828 0.0 0.1 0.2
H -1.085 -2.262 -3.130 0.0 -0.2 0.2
O -2.829 -0.066 0.296 4.1 0.1 -2.2
H -0.397 -0.087 -3.910 0.4 -0.1 -0.2
H -1.049 0.094 -3.617 -0.4 0.1 0.2
C -1.499 0.359 4.833 -0.2 -0.2 0.8
N -1.194 -0.122 3.497 0.8 0.1 -0.9
C 0.009 -0.035 2.924 -0.2 0.0 0.9
S 0.160 -0.030 1.226 1.4 -0.2 -0.8
N 1.214 0.085 3.476 -0.3 -0.1 -0.2
C 1.552 -0.462 4.764 0.5 0.1 1.1
H -0.620 0.826 5.259 0.0 0.0 0.1
H -1.823 -0.490 5.439 0.1 0.2 0.2
H -2.302 1.097 4.797 0.0 -0.1 -0.2
H -2.024 -0.378 2.934 1.0 0.2 0.2
H 2.015 0.355 2.881 -1.0 -0.2 0.4
H 2.341 -1.206 4.664 0.0 0.0 -0.1
H 1.908 0.352 5.395 0.0 -0.2 0.3
H 0.682 -0.937 5.197 0.0 -0.1 0.2

Number 1: calculated total energy -6013.45355 hartree, F_max 0.08083 Eh/bohr. Number 2: calculated total energy -5894.46382 hartree, F_max 0.11857 Eh/bohr. Number 3: calculated total energy -2199.63666 hartree, F_max 0.10468 Eh/bohr.